Below is C17H22N3PPd as an isolated structure, with properties calculated with wB97M-V/def2-TZVPD.

```
44
Properties=species:S:1:pos:R:3:forces:R:3:lowdin_charge:R:1
Pd 3.2175 -6.4547 -0.2769 0.1 -0.1 0.0 0.78
N -8.3857 9.8101 -0.0079 0.0 0.0 0.0 0.35
C -7.4233 10.6525 -0.0133 0.0 0.0 0.0 -0.09
C -7.6489 12.1001 0.0122 0.0 0.0 0.0 0.10
C -6.5907 12.9278 0.0041 0.0 0.0 0.0 0.06
C -5.2382 12.4061 -0.0291 0.0 0.0 0.0 0.19
C -4.9538 11.0473 -0.0539 0.0 0.0 0.0 -0.12
C -3.6415 10.5210 -0.0865 0.0 0.0 0.0 0.11
C -3.4840 9.1462 -0.1095 0.0 0.0 0.0 0.04
C -4.6148 8.3400 -0.0995 -0.1 0.1 0.0 0.03
N -5.8834 8.8291 -0.0686 0.0 0.0 0.0 0.18
C -6.0268 10.1193 -0.0468 0.0 0.0 0.0 -0.13
H -8.1644 8.8096 -0.0264 0.0 0.0 0.0 0.17
H -9.3657 10.0892 0.0144 0.0 0.0 0.0 0.19
H -8.6664 12.4737 0.0370 0.0 0.0 0.0 0.16
H -6.7292 14.0014 0.0223 0.0 0.0 0.0 0.15
H -4.4184 13.1198 -0.0339 0.0 0.0 0.0 0.17
H -2.7854 11.1860 -0.0930 0.0 0.0 0.0 0.16
H -2.5015 8.6961 -0.1353 0.0 0.0 0.0 0.14
H -4.5350 7.2601 -0.1180 0.0 0.0 0.0 0.15
C 5.9330 -7.8299 -1.6650 0.0 0.0 0.0 -0.20
P 4.1458 -7.9115 -1.6662 0.0 0.0 0.0 0.78
C 3.4910 -7.2880 -3.2189 0.0 0.0 0.0 -0.20
C 3.6061 -9.5947 -1.3924 0.0 0.0 0.0 -0.20
H 6.2956 -8.4328 -2.5032 0.0 0.0 0.0 0.09
H 6.3333 -8.2447 -0.7402 0.0 0.0 0.0 0.06
H 6.2765 -6.8040 -1.7971 0.0 0.0 0.0 0.07
H 3.8453 -7.9491 -4.0175 0.0 0.0 0.0 0.09
H 3.8571 -6.2814 -3.4264 0.0 0.0 0.0 0.07
H 2.3999 -7.3082 -3.2269 0.0 0.0 0.0 0.07
H 3.9901 -10.2055 -2.2152 0.0 0.0 0.0 0.09
H 2.5179 -9.6591 -1.3867 0.0 0.0 0.0 0.08
H 4.0110 -9.9788 -0.4567 0.0 0.0 0.0 0.06
C 5.0792 -8.3927 3.6287 0.0 0.0 0.0 0.02
C 5.8012 -7.4573 2.8991 0.0 0.0 0.0 0.00
C 5.2747 -6.9739 1.7205 0.0 0.0 0.0 -0.11
N 4.0758 -7.3924 1.2680 0.0 0.0 0.0 -0.13
C 3.3669 -8.2993 1.9702 0.0 0.0 0.0 -0.11
C 3.8438 -8.8156 3.1558 0.0 0.0 0.0 0.00
H 5.4743 -8.7869 4.5558 0.0 0.0 0.0 0.14
H 6.7642 -7.0989 3.2349 0.0 0.0 0.0 0.14
H 5.8011 -6.2417 1.1235 0.0 0.0 0.0 0.12
H 2.4080 -8.5969 1.5683 0.0 0.0 0.0 0.12
H 3.2477 -9.5374 3.6964 0.0 0.0 0.0 0.14
```
Positions in Å, forces in eV/Å.

strongest force on any atom	0.0028	hartree/bohr
charge	+4
energy	-35186.3990	eV
orbital gap	5.6	eV
ΔE to the lowest compared entry with this formula, charge and spin	0.000	eV

Below is C17H22N4O3S as an isolated structure in a non-equilibrium geometry, with properties calculated with wB97M-V/def2-TZVPD.

```
47
Properties=species:S:1:pos:R:3:forces:R:3:lowdin_charge:R:1
C -2.1782 -5.4951 -1.9541 5.2 -4.1 -3.9 -0.05
C -1.3050 -4.3768 -2.4164 -0.4 2.6 2.6 -0.34
C -0.7650 -3.6353 -1.3820 3.4 5.9 -1.5 -0.03
C 0.0389 -2.3794 -1.7286 0.8 -0.3 0.2 0.05
C 0.4223 -1.9857 -3.1071 -6.4 -6.8 4.6 -0.22
C -0.3511 -2.7438 -4.0019 0.9 0.1 3.3 -0.05
C -1.1839 -3.7664 -3.6658 0.0 -4.9 -0.4 -0.06
H -1.4022 -4.6377 -4.3467 -0.4 1.8 -0.7 0.13
H -0.1067 -2.6422 -4.9524 0.5 0.7 -4.6 0.07
C 1.0381 -0.8128 -3.4282 -6.7 4.2 2.0 -0.13
N 0.3861 0.2718 -2.5733 1.3 1.1 0.8 0.07
C 1.1928 0.9993 -1.6004 0.2 -0.9 -4.9 -0.35
O 2.4413 0.8467 -1.5475 -3.8 0.3 0.7 0.04
C 0.2058 2.0668 -1.0846 5.3 3.3 -0.5 -0.28
C -0.5808 1.4657 -0.0939 -10.1 0.7 -1.3 -0.26
C -0.0573 1.0813 1.1247 6.8 -3.1 -0.2 -0.24
N 0.8499 2.1076 1.6085 -6.6 -2.8 6.7 -0.21
S -0.0824 3.1297 2.6963 -8.6 -12.1 -2.1 0.67
O 0.8410 3.9703 3.0685 8.8 11.0 3.4 -0.24
O -1.4665 3.3579 2.2394 2.9 0.0 1.1 -0.29
C -0.0833 2.0444 4.2215 -4.3 -2.6 -0.3 -0.17
C -1.1931 1.1448 4.7776 5.3 1.0 -1.7 -0.06
N -0.6599 0.5711 5.9113 -1.5 2.2 0.1 0.07
C 0.3613 1.3522 6.1380 3.7 -4.6 7.5 -0.36
N 0.9807 1.9576 5.2513 -3.0 5.9 -11.0 0.10
H 1.5693 2.7519 4.9683 0.5 -0.6 1.9 0.17
H 1.2124 1.2808 6.8466 -1.7 -1.2 1.8 0.15
H -1.9661 0.5653 4.3055 -0.5 0.8 -0.4 0.09
C 1.7130 2.7285 0.8656 4.4 -3.1 -7.6 -0.30
C 1.0690 3.2168 -0.4629 4.2 -2.0 -0.2 -0.07
H 0.4753 3.9113 -0.0316 -2.2 3.2 0.0 0.07
H 2.0167 3.5621 -1.0433 -2.3 -0.2 0.3 0.16
H 2.2534 3.3674 1.4055 1.9 3.3 1.8 0.07
H 2.5964 1.9499 0.5047 -2.0 1.4 1.0 0.19
H -0.6419 0.6731 1.8446 -2.3 -0.4 2.2 0.08
H 0.6051 0.0043 0.9196 -1.0 2.8 0.4 0.20
H -1.1008 0.5893 -0.5659 0.1 0.7 0.5 0.13
H -1.6723 2.3253 0.1769 3.3 -2.5 -0.9 0.23
H -0.3300 2.6030 -1.8731 -0.1 -1.0 -0.2 0.15
H -0.6166 0.6038 -2.7831 2.5 -1.0 0.5 0.18
H 1.9205 -0.8514 -3.1515 8.9 0.4 1.9 0.05
H 0.7911 -0.5593 -4.3514 0.0 1.1 -4.5 0.10
H 0.4365 -1.6304 -0.8607 -1.1 -2.2 -1.9 0.13
H -0.8650 -3.5565 -0.3277 -0.6 -1.4 0.8 0.08
H -1.3837 -6.2658 -1.3762 -2.4 1.6 -1.7 0.15
H -2.6093 -5.9581 -2.9083 0.1 0.1 1.8 0.10
H -2.8157 -5.2031 -1.2557 -3.2 1.2 2.7 0.01
```
Positions in Å, forces in eV/Å.

strongest force on any atom	0.2909	hartree/bohr
charge	0
energy	-40910.8138	eV
orbital gap	9.1	eV
ΔE to the lowest compared entry with this formula, charge and spin	15.452	eV

Below is one molecule with the formula C17H22N4O3S2 in a non-equilibrium geometry, with properties calculated with wB97M-V/def2-TZVPD.

```
48
Properties=species:S:1:pos:R:3:forces:R:3:lowdin_charge:R:1
C -7.9368 -0.4109 -1.0702 0.0 0.0 0.0 -0.05
C -6.6413 -0.5362 -0.3251 0.0 -0.1 0.1 -0.28
C -5.5856 0.3111 -0.6384 0.2 0.1 0.0 0.01
C -4.3738 0.2241 0.0376 -0.6 -0.6 0.4 -0.25
C -4.2133 -0.7358 1.0322 -0.2 -0.1 0.0 -0.04
C -5.2668 -1.5708 1.3507 0.1 0.1 0.0 -0.06
C -6.4748 -1.4767 0.6801 -0.1 0.1 -0.1 -0.06
H -7.2887 -2.1388 0.9367 -0.1 -0.1 0.0 0.11
H -5.1396 -2.3116 2.1256 0.0 -0.1 0.1 0.11
H -3.2686 -0.8233 1.5396 0.0 -0.2 0.1 0.08
N -3.3094 1.0801 -0.2763 0.7 0.6 0.7 -0.22
S -2.2783 1.6271 0.8946 -0.2 -0.1 0.0 0.62
O -1.7143 2.8670 0.4529 0.1 -0.1 -0.2 -0.30
O -2.8867 1.5660 2.1835 -0.1 -0.2 -0.2 -0.25
C -0.9080 0.4756 0.8687 0.5 0.6 0.0 -0.63
N -0.9903 -0.8073 0.8339 -1.5 0.5 0.0 -0.02
N 0.1855 -1.4182 0.8403 1.2 -0.9 0.0 0.02
C 1.1797 -0.5849 0.8821 -0.6 1.2 0.0 -0.55
N 2.4845 -0.9768 0.9018 0.2 -0.2 0.0 0.12
C 3.5104 -0.0560 0.9344 0.2 -0.7 0.1 -0.44
O 3.2606 1.1257 0.9616 0.2 0.3 0.0 0.01
C 4.8901 -0.6795 0.9543 0.4 0.1 0.1 -0.23
C 5.1531 -1.4825 -0.3293 -0.2 0.1 -0.1 -0.16
C 5.2507 -0.5574 -1.5387 0.3 -0.2 0.0 -0.19
C 6.3758 0.4524 -1.3377 -0.2 0.2 0.0 -0.20
C 6.1203 1.2803 -0.0833 0.2 -0.1 0.0 -0.19
C 5.9775 0.3836 1.1443 -0.3 0.2 0.0 -0.15
H 5.7343 0.9949 2.0145 0.1 0.0 0.1 0.12
H 6.9254 -0.1238 1.3375 0.0 0.0 0.1 0.12
H 5.2075 1.8621 -0.2090 0.0 0.1 0.0 0.11
H 6.9439 1.9783 0.0768 0.0 0.1 0.0 0.11
H 6.4457 1.1085 -2.2066 0.1 0.0 0.0 0.11
H 7.3258 -0.0794 -1.2416 0.1 0.0 -0.1 0.11
H 4.3054 -0.0264 -1.6713 -0.1 0.0 -0.1 0.12
H 5.4333 -1.1502 -2.4372 -0.1 0.0 0.0 0.11
H 4.3703 -2.2271 -0.4905 0.1 -0.1 0.0 0.11
H 6.0984 -2.0166 -0.2100 0.0 -0.1 0.0 0.12
H 4.9102 -1.3668 1.8099 -0.1 0.0 0.0 0.15
H 2.6586 -1.9719 0.9049 0.0 0.1 0.0 0.16
S 0.7153 1.1011 0.9109 -0.4 -0.6 0.0 1.18
C -3.1991 1.6743 -1.5868 0.2 0.3 -0.4 -0.07
H -3.9440 2.4589 -1.7442 0.0 0.0 0.0 0.09
H -3.3091 0.9040 -2.3515 0.0 0.0 0.1 0.10
H -2.2134 2.1269 -1.6573 -0.1 0.0 -0.2 0.08
H -5.7245 1.0477 -1.4147 0.0 0.1 -0.1 0.11
H -8.3589 0.5835 -0.9316 -0.1 0.0 0.0 0.08
H -8.6581 -1.1446 -0.7204 -0.1 0.0 0.0 0.07
H -7.7789 -0.5596 -2.1375 -0.1 0.0 -0.1 0.08
```
Positions in Å, forces in eV/Å.

strongest force on any atom	0.0304	hartree/bohr
SMILES	Cc1cccc(N(C)S(=O)(=O)c2nnc(NC(=O)C3CCCCC3)s2)c1
charge	0
energy	-51759.1079	eV
orbital gap	8.8	eV
ΔE to the lowest compared entry with this formula, charge and spin	2.047	eV

Below is C17H22N4O3S2 as an isolated structure in a non-equilibrium geometry, with properties calculated with wB97M-V/def2-TZVPD.

```
48
Properties=species:S:1:pos:R:3:forces:R:3:lowdin_charge:R:1
C -5.6459 -0.1965 1.2958 -4.3 -4.2 1.5 0.03
H -6.7019 -0.0286 0.9692 0.9 0.5 0.6 0.10
O -5.7882 -0.4285 2.8134 -3.4 2.4 -5.6 -0.02
C -4.7214 -0.7598 3.3929 4.6 -2.1 -0.5 -0.41
C -3.5320 -1.1194 2.7172 -0.4 -0.6 12.6 0.11
C -2.3916 -1.2870 3.6048 -3.4 -0.3 -2.4 -0.23
C -2.6166 -1.2838 4.9425 7.0 -4.0 3.3 -0.12
C -3.7897 -1.3273 5.5633 -1.9 2.3 2.6 -0.12
C -4.8075 -0.9261 4.7231 -4.7 0.5 4.4 -0.05
H -5.9137 -0.6529 5.1422 2.8 -0.8 -0.8 0.18
H -3.8160 -1.2832 6.7503 -0.4 -0.5 -2.9 0.16
H -1.6140 -1.8539 5.6933 -2.7 2.2 -2.4 0.19
N -1.2212 -1.7442 3.0735 3.8 -2.2 10.2 0.05
C -0.6133 -1.6000 2.0153 1.2 0.5 -12.4 -0.67
N -1.2699 -1.3065 0.8514 -2.9 2.5 3.7 0.00
N -0.5877 -1.1818 -0.2950 -5.9 2.0 -0.3 -0.05
C 0.4060 -1.8181 -0.1953 8.9 -3.7 0.2 -0.96
S 1.6418 -2.1193 -1.4483 1.8 -1.7 4.2 0.96
C 0.7059 -1.7015 -2.7016 2.1 5.4 -3.9 -0.44
H 0.5148 -2.3687 -3.4152 -0.3 -3.0 -2.8 0.03
H -0.1799 -1.2513 -2.5007 -2.6 1.4 1.1 0.04
C 1.6623 -0.4910 -3.6742 -3.5 -3.2 2.7 -0.39
O 2.0113 -0.9641 -4.6916 1.3 -0.2 -2.7 0.10
N 1.8188 0.7554 -3.1746 -2.2 -7.5 -0.4 -0.12
C 1.5858 0.8263 -1.8002 -3.5 7.8 0.9 -0.13
H 0.6792 0.4164 -1.2922 1.1 -0.5 -1.1 0.10
H 0.8731 2.0828 -2.1099 1.7 -2.2 2.2 0.22
C 2.8368 1.1437 -0.9301 -3.4 4.1 -5.2 -0.39
C 2.5130 1.8984 0.2581 3.7 -14.3 4.1 0.00
H 1.7543 1.1990 0.8833 1.5 1.3 -1.1 0.15
H 2.1359 2.7070 0.3065 -4.4 10.9 -0.6 -0.03
H 3.4472 1.7340 0.7972 -0.1 1.1 0.8 0.11
O 3.6565 2.0515 -1.6867 0.4 -0.4 -2.3 -0.09
C 3.8977 1.5591 -3.1462 4.1 6.5 4.5 -0.33
C 4.9377 2.5537 -3.7283 -4.0 5.9 10.0 -0.01
H 5.3561 2.2131 -4.4718 3.3 -2.8 -8.8 -0.04
H 5.8486 2.4357 -3.0418 -1.4 0.9 -0.2 0.11
H 4.5043 3.7867 -3.6749 1.5 -4.0 -0.6 0.19
C 2.7359 1.4593 -3.8621 -2.6 5.6 -2.8 -0.21
H 3.0794 1.1112 -4.8290 -1.2 -0.5 -0.4 0.15
H 2.1131 2.5761 -3.9844 2.4 -2.3 0.0 0.22
H 4.5521 0.8215 -2.9557 1.2 -4.1 0.1 0.12
H 3.2277 0.2348 -1.0676 2.5 -3.8 1.7 0.09
S 0.8904 -2.2480 1.4190 1.1 -0.6 1.3 1.03
H -0.3032 -2.0293 3.8518 -4.3 1.0 -2.1 0.26
H -3.3549 -0.9272 1.8581 1.9 1.7 -10.9 -0.03
H -5.0189 0.5355 0.9543 1.9 1.9 -0.1 0.06
H -5.4983 -1.2031 0.8010 0.7 1.1 0.8 0.12
```
Positions in Å, forces in eV/Å.

strongest force on any atom	0.2991	hartree/bohr
charge	0
energy	-51742.8572	eV
orbital gap	7.8	eV
ΔE to the lowest compared entry with this formula, charge and spin	18.298	eV